No. 1
# C28H49BBrCl20NO4

A cluster of 11 separate species, C28H49BBrCl20NO4 in total at a distorted geometry (ωB97M-V/def2-TZVPD, OMol25).

## Properties
SMILES string ... NB(O)C1=C(CCO)C(=O)C(Br)=CC1=O.ClCCCl.ClCCCl.ClCCCl.ClCCCl.ClCCCl.ClCCCl.ClCCCl.ClCCCl.ClCCCl.ClCCCl
Strongest force on any atom ... 1.1 eV/A
Energy ... -360682.0697 eV
Net charge ... 0

XYZ file:
```
104
C28H49BBrCl20NO4 ωB97M-V/def2-TZVPD
Br 1.3949 6.3053 -4.4011
Cl -4.4831 1.2713 -4.6565
Cl 1.6059 1.2084 9.3979
Cl -4.3308 -2.5891 4.2259
Cl 2.8226 1.0964 2.8763
Cl 4.0119 -4.3705 -3.6176
Cl 2.4773 0.2383 -4.0751
Cl 6.6881 0.1797 0.1383
Cl 7.1097 -4.7576 -4.9279
Cl 0.0086 2.2793 4.3818
Cl -4.1616 -0.2077 1.7881
Cl 1.7996 -1.5228 7.3678
Cl -9.8684 2.1880 0.5616
Cl -5.1705 -0.5873 -1.8691
Cl -2.9322 1.9096 9.3787
Cl -9.0288 -0.3311 -1.5790
Cl 5.5806 -0.1467 -5.3916
Cl -3.2328 -3.3163 -4.9526
Cl -1.9757 0.7930 6.3012
Cl 6.7406 2.2899 -2.5191
Cl -6.0288 -4.3803 -3.2408
O -0.7000 4.2968 -3.1025
O -1.7225 -0.0423 -2.3643
O 3.3254 3.7393 -0.3222
O 1.5235 0.0264 -0.8842
N 3.8387 0.7960 -0.9949
C 1.1997 3.2222 3.4479
C -3.6902 -0.0296 3.4988
C 0.8398 2.5779 -2.5403
C 7.2608 2.6528 -0.8509
C 1.5939 4.9446 -3.0876
C -6.0478 -0.5975 -3.4274
C 1.7779 2.4266 2.3058
C -9.1785 0.6007 0.9893
C 4.7252 -1.2909 -4.3219
C 6.2568 -5.8988 -3.8576
C 2.6870 3.6759 -1.3446
C -1.8683 -0.0887 7.8502
C -1.3981 1.3368 -2.4160
C 7.8883 1.4568 -0.1777
C 3.2366 -1.2974 -4.5807
C 0.4475 3.9805 -2.9478
C 1.9095 2.4452 -1.7375
C -3.0102 0.2343 8.7774
C -4.4070 -5.1171 -3.2437
C 2.6574 4.8242 -2.3157
C -5.1282 -0.3926 -4.6003
C -0.0240 1.4869 -3.0983
C 2.6574 1.0051 7.9697
C -3.1047 -1.2993 4.0582
C -8.2104 0.1010 -0.0511
C 1.9963 0.1870 6.8900
C -3.2948 -4.1018 -3.3497
C 4.7725 -5.9054 -4.1149
B 2.4100 1.0384 -1.1795
H -2.1444 1.8303 -3.0437
H -5.6814 -0.5479 -5.5254
H -2.9496 0.7677 3.5375
H -4.5653 0.2851 4.0622
H 4.1278 0.9507 -0.0370
H 1.0144 0.5810 6.6381
H 3.0124 -1.4539 -5.6330
H -6.5267 -1.5681 -3.4993
H -4.3122 -5.6630 -2.3065
H 2.7577 -2.0880 -4.0091
H 6.3914 3.0080 -0.3008
H -1.8779 -1.1521 7.6114
H 3.4787 5.5280 -2.3706
H -2.3398 -4.6062 -3.2131
H -10.0023 -0.0941 1.1327
H 0.9964 1.9943 1.6848
H 2.3980 3.0700 1.6846
H 3.5887 0.5547 8.3036
H -2.9669 -0.4195 9.6467
H -2.6468 -0.1449 -2.1188
H 4.9499 -1.0183 -3.2915
H -7.4488 0.8422 -0.2785
H 1.9215 -0.7776 -1.2391
H -6.8187 0.1663 -3.3840
H 0.6806 4.0977 3.0611
H 0.4678 0.5194 -3.1605
H -1.4406 1.8283 -1.4375
H -4.2796 -1.0782 -4.5826
H 6.4811 -5.6259 -2.8295
H -3.9719 0.0976 8.2885
H -0.9045 0.1549 8.2882
H 4.3825 1.3985 -1.6032
H -3.3829 -3.3202 -2.5977
H -8.6591 0.7245 1.9382
H 8.6848 1.0284 -0.7810
H 5.1397 -2.2730 -4.5166
H 6.6666 -6.8887 -4.0515
H -4.3710 -5.8300 -4.0636
H 4.2994 -6.6990 -3.5389
H -0.2512 1.7784 -4.1306
H 2.6094 0.1973 5.9902
H 7.9863 3.4624 -0.9127
H -2.3033 -1.6793 3.4287
H 8.3041 1.7550 0.7835
H -7.7156 -0.7998 0.3083
H 4.5493 -6.0629 -5.1669
H 2.8721 2.0020 7.5878
H 1.9746 3.5561 4.1336
H -2.7042 -1.1111 5.0510
```

Atom charges from the Löwdin analysis, given in e for atoms 1 to 5:
1 Br 0.7903
2 Cl 0.5749
3 Cl 0.5481
4 Cl 0.5277
5 Cl 0.5657

No. 2
# C28H49BrMnNOP3

A structure of composition C28H49BrMnNOP3 at a distorted geometry (ωB97M-V/def2-TZVPD, OMol25).

## Properties
ΔE to the lowest compared entry with this formula, charge and spin ... 1.6 kcal/mol
Strongest force on any atom ... 2.5 eV/A
Multiplicity ... 6
Energy ... -162583.3718 eV
Net charge ... +2

XYZ file:
```
84
C28H49BrMnNOP3 ωB97M-V/def2-TZVPD
Br 0.8370 -1.8631 4.5001
Mn 1.0227 0.0069 -0.9164
P 1.3678 3.7188 -0.2394
P -1.2640 0.3199 -1.9369
P -3.3855 0.6352 3.2973
O 0.9262 2.2764 -0.4705
N 6.4002 -5.5456 -2.3546
C 2.0491 -0.7811 2.1721
C -2.6935 -0.7296 -1.4693
C 0.9696 0.3015 -3.6635
C -3.5493 3.2512 2.5059
C 2.3745 -0.8007 0.7849
C -2.4903 -2.2291 -1.6751
C -0.3933 -0.3782 -3.4015
C 5.0939 -5.6404 -2.6133
C 6.8676 -4.4340 -1.7659
C 0.3459 -2.4897 1.8094
C 2.9843 4.0113 -0.9806
C 2.4163 -2.2725 -1.2641
C 3.8014 -2.3321 -1.2675
C 0.5884 -2.5232 0.4454
C -2.2040 2.1286 -3.8789
C 4.6454 -3.4370 -1.6713
C 1.7618 -1.8469 -0.0290
C -5.1442 -1.2821 2.3110
C 0.2853 5.0083 -0.9252
C 1.1006 -1.6751 2.6820
C 4.1724 -4.6278 -2.2896
C 1.4455 4.1176 1.5154
C -2.6862 1.9945 2.2837
C -2.0724 0.0912 4.4628
C 6.0334 -3.3820 -1.4124
C -2.6377 -0.5039 5.7532
C -3.6781 -0.8364 2.2380
C -1.9937 1.9327 -2.3788
H -2.9539 2.0277 -1.8446
H -3.1163 -1.4745 5.5839
H 4.3715 -1.5115 -0.8088
H 4.7607 -6.5560 -3.1139
H -1.2538 2.2852 -4.4039
H 6.4718 -2.5242 -0.9121
H 2.4120 3.7977 1.9219
H -5.7943 -0.5684 1.7894
H 0.0086 4.7943 -1.9644
H 0.6408 3.5799 2.0212
H -2.7005 1.6662 1.2373
H -1.3220 2.6923 -1.9510
H -1.8213 -0.6493 6.4664
H -1.4525 0.9762 4.6747
H -2.1548 -2.4540 -2.6991
H -2.8465 -0.5226 -0.3950
H -3.5976 -0.3666 -1.9966
H -5.2609 -2.2626 1.8363
H -3.5659 3.8657 1.6009
H -0.3879 -3.1434 2.2498
H 1.2157 1.1191 -2.9439
H -1.0430 -0.3124 -4.2878
H -1.6360 2.1470 2.5915
H 1.3265 5.1904 1.6995
H 3.7589 3.5371 -0.3671
H -4.5820 2.9668 2.7516
H 0.1042 -3.2701 -0.1977
H 3.0153 3.5825 -1.9901
H -3.0013 -1.6336 2.5805
H -2.8328 3.0081 -4.0608
H -1.7506 -2.6329 -0.9667
H 0.8101 5.9737 -0.9091
H -0.2214 -1.4447 -3.1973
H -2.7074 1.2630 -4.3281
H 1.8401 -2.9352 -1.9315
H -1.4624 -0.6288 3.9031
H 3.1635 5.0906 -1.0377
H 3.2954 -0.3038 0.4656
H -0.6289 5.1187 -0.3260
H 2.6027 -0.1452 2.8464
H -5.4909 -1.3663 3.3492
H 7.9513 -4.3982 -1.5744
H 0.9935 0.7399 -4.6680
H -3.3713 0.1703 6.2107
H -3.1589 3.8624 3.3318
H 3.1256 -4.7889 -2.4870
H 1.7899 -0.4327 -3.6186
H -3.4423 -2.7557 -1.5010
H -3.3980 -0.5569 1.2133
```

Atom charges from the Löwdin analysis, given in e for atoms 1 to 5:
1 Br 0.9202
2 Mn 0.9074
3 P 0.5953
4 P 0.9392
5 P 0.9655

No. 3
# C28H50Cl3NO7S

A cluster of 2 separate species, C28H50Cl3NO7S in total (ωB97M-V/def2-TZVPD, OMol25).

## Properties
Strongest force on any atom ... 0.9 eV/A
Energy ... -94058.8397 eV
Net charge ... 0

XYZ file:
```
90
C28H50Cl3NO7S ωB97M-V/def2-TZVPD
Cl -6.4821 -2.1006 0.6364
Cl -2.3567 -5.7316 2.0458
Cl -3.7813 -2.3981 1.8596
S -1.3089 3.2724 -3.2137
O -1.4316 -4.6690 1.6558
O -3.4442 -5.7638 1.0974
O 0.4106 1.2737 2.7110
O -2.8661 -5.4292 3.3638
O -5.3099 0.9553 2.9136
O -1.6582 -6.9866 2.0532
O -2.8653 2.7685 -0.9458
N -2.0347 1.6430 -1.0938
C -0.3844 0.3136 0.0604
C 0.1590 2.8760 -4.2135
C -1.6218 1.6227 -2.5680
C 5.2114 1.8774 0.9093
C 0.4690 -2.2200 -1.7779
C -5.7687 0.1528 -0.6070
C -2.8941 -0.0754 0.5887
C 4.7898 2.2916 2.3210
C 5.2828 0.0278 -0.8025
C 3.2684 2.3296 2.4691
C 4.3308 -1.8528 -2.2689
C -1.3846 -0.5944 0.8253
C -4.0388 -1.0941 0.7805
C -0.9453 -0.6565 2.3108
C -0.5893 0.6509 2.9555
C 5.2437 -1.4830 -1.0903
C -3.2485 1.1182 1.5251
C -1.1476 -2.0126 0.2116
C 1.4932 2.9218 -3.4481
C -5.2609 -0.9575 0.2716
C -0.7980 1.7223 -0.2423
C 0.2758 -2.3109 -0.2509
C -2.8474 0.3866 -0.8674
C -3.9201 0.7523 2.8462
C 2.9840 -2.4830 -1.8607
C -4.4644 1.8483 3.6569
C 5.1550 0.3729 0.6797
C 1.7954 -1.5964 -2.2025
H -3.9932 1.7637 1.0586
H 2.9826 -2.6893 -0.7916
H 2.8158 2.9929 1.7331
H -6.8510 0.1391 -0.6108
H -3.5352 -0.1027 3.3828
H -2.4162 -0.4012 -1.4790
H 1.3281 3.0209 -2.3796
H 0.4127 -3.2252 -2.1935
H 2.8490 1.3381 2.2964
H 1.0306 -1.7148 0.2637
H -3.8031 0.6243 -1.3110
H -0.6955 1.0641 -2.6308
H -1.6483 -1.1989 2.9276
H 0.5678 0.3129 0.5738
H 1.9208 -0.6560 -1.6568
H 6.2348 0.4318 -1.1443
H -2.3859 1.7330 1.7687
H -0.3666 -1.6738 -2.2272
H 5.1825 3.2782 2.5555
H -4.4754 2.8425 3.2337
H -0.1873 -0.1290 -0.9148
H -1.3547 -2.7354 0.9785
H 4.9316 -2.0103 -0.1912
H -2.6721 3.1362 -0.0721
H 6.2516 -1.8145 -1.3267
H -0.9429 2.3578 0.6228
H 4.1180 -0.9474 -2.8366
H 0.1398 3.6210 -4.9998
H 4.5236 2.3619 0.2127
H -5.4761 -0.0060 -1.6444
H -1.3023 1.0553 3.6936
H -5.4619 1.1426 -0.2818
H 2.0974 3.7596 -3.7756
H 5.9845 -0.0791 1.2243
H 0.0038 1.8984 -4.6561
H 4.8303 -2.5310 -2.9563
H 2.0537 2.0057 -3.6096
H 6.2172 2.2436 0.7132
H 2.9490 2.6347 3.4613
H -0.0451 2.2094 -0.8545
H -2.4179 1.1195 -3.1013
H 4.2199 -0.0359 1.0611
H -4.4962 1.6854 4.7235
H 5.1657 1.5692 3.0439
H 2.8637 -3.4419 -2.3613
H -0.0340 -1.2570 2.3250
H -1.8654 -2.2325 -0.5784
H 1.7863 -1.4221 -3.2779
H 0.4764 -3.3388 0.0358
H 4.4729 0.5391 -1.3218
```

Atom charges from the Löwdin analysis, given in e for atoms 1 to 5:
1 Cl 0.7407
2 Cl 0.6210
3 Cl 0.8652
4 S 0.9395
5 O -0.4299

No. 4
# C28H50Cl4N6

A structure of composition C28H50Cl4N6 at a distorted geometry (ωB97M-V/def2-TZVPD, OMol25).

## Properties
ΔE to the lowest compared entry with this formula, charge and spin ... 102.0 kcal/mol
Strongest force on any atom ... 10.0 eV/A
Energy ... -88872.1576 eV
Net charge ... 0

XYZ file:
```
88
C28H50Cl4N6 ωB97M-V/def2-TZVPD
Cl 2.2373 0.0255 2.0987
Cl -0.1326 -0.6915 -1.4159
Cl 1.5283 -3.0031 -3.4219
Cl 5.5992 -1.6825 -3.8107
N 2.4389 -2.7496 5.7163
N -2.5429 5.1920 5.4028
N -0.7776 -2.2660 1.6120
N 7.3740 -0.0463 0.7801
N -4.2774 -0.9828 -2.5208
N -1.7367 1.5139 -4.5672
C 1.2464 -0.5819 -0.3226
C -1.9405 2.8542 2.4529
C -0.9795 -2.4615 0.4978
C -2.5934 -3.3049 -1.2240
C 3.2666 -3.0933 -3.7927
C 3.8242 -1.6849 -3.7033
C 4.3355 2.2309 0.1971
C 1.0560 1.7805 6.9587
C -5.6254 1.9284 -0.6015
C -3.8892 -0.0033 -2.0657
C -2.8027 -4.7495 -0.7800
C -4.1694 1.6969 -0.2549
C -0.8384 2.7907 3.5034
C -2.3808 -1.9131 -5.3154
C -3.3703 1.2490 -1.4669
C -1.3923 -1.0690 -4.5418
C 6.1050 1.0288 -1.2483
C -2.5490 -1.4926 -6.7775
C 1.1472 0.2513 6.9245
C 6.8242 0.4294 -0.1072
C -1.2123 -2.7079 -0.9337
C 2.1031 -1.6563 5.6331
C 4.6352 1.2846 -0.9685
C -0.5116 4.1600 4.1050
C -1.5809 0.3746 -4.5556
C 0.8150 -0.4434 1.1154
C 1.6986 -0.2517 5.5950
C -1.6564 4.7305 4.8391
H -2.3030 1.0830 -1.3170
H -5.7322 2.5509 -1.4975
H 4.1669 1.7543 -1.8361
H 3.3614 -1.0319 -4.4389
H -2.7969 3.4553 2.7659
H 0.3695 2.1658 6.2093
H -0.1987 4.8438 3.3124
H 4.7677 3.2092 -0.0353
H 0.0402 0.3067 1.2563
H 1.8501 -0.0433 7.7046
H 1.9425 -1.3939 -0.5207
H -4.0857 0.9706 0.5569
H 2.5296 0.3821 5.2728
H 0.7881 2.0852 7.9714
H 1.7488 0.3329 -0.6385
H 0.1731 -0.1997 7.1059
H 0.1013 2.3982 3.1011
H -2.1771 -5.4602 -1.3191
H 3.7066 -3.8215 -3.1206
H -1.6081 3.4043 1.5651
H -2.6836 -3.2270 -2.3109
H -6.1748 2.3993 0.2120
H -3.3617 -1.9061 -4.8376
H -2.6229 -4.8559 0.2908
H -1.0956 -1.7544 -1.4451
H 4.1299 0.3356 -0.7795
H 0.3913 4.1001 4.7134
H -0.3561 -1.2521 -4.8477
H 4.8234 1.8939 1.1159
H 3.5038 -1.2957 -2.7356
H 0.9900 -0.1202 4.7716
H -3.7591 2.6191 0.1595
H 0.4572 -1.3675 1.5670
H -3.3208 1.9594 -2.2991
H -2.9799 -0.4894 -6.7757
H -6.1772 1.0398 -0.9218
H -2.2447 1.8563 2.1443
H 2.0206 2.2745 6.8085
H -2.0516 -2.9543 -5.2672
H 3.2923 2.3974 0.4523
H -0.4768 -3.4606 -1.2278
H -3.3594 -2.6624 -0.7869
H 6.2890 0.2970 -2.0351
H -1.0979 2.0620 4.2750
H 3.2928 -3.4767 -4.8107
H -1.3862 -1.3915 -3.4991
H -1.6089 -1.4363 -7.3310
H -3.8446 -5.0100 -0.9649
H 6.6770 1.9376 -1.4502
H -3.1852 -2.1903 -7.3185
```

Atom charges from the Löwdin analysis, given in e for atoms 1 to 5:
1 Cl 0.6173
2 Cl 0.8381
3 Cl 0.6109
4 Cl 0.5984
5 N 0.1426

No. 5
# C28H50LuN3O2P2

A structure of composition C28H50LuN3O2P2 at a distorted geometry (ωB97M-V/def2-TZVPD, OMol25).

## Properties
Strongest force on any atom ... 4.4 eV/A
Energy ... -90598.3352 eV
Net charge ... +2

XYZ file:
```
86
C28H50LuN3O2P2 ωB97M-V/def2-TZVPD
Lu 0.8141 -0.4028 -0.7451
P 0.1784 -2.8552 0.0283
P 1.2400 1.2655 -2.6951
O -2.2881 -0.4927 -2.5179
O -0.5327 0.6861 0.4188
N -0.8905 1.5559 3.7182
N 1.6898 -1.7817 -2.5611
N -1.3762 1.4287 2.4454
C -0.1112 2.4343 -3.0528
C 0.8409 1.0848 2.4150
C 0.3484 3.4002 -4.1349
C 1.6373 -3.3078 1.0807
C 2.8016 2.1966 -2.3043
C -0.6386 3.1413 -1.7904
C 1.8167 -2.3950 2.3176
C -4.4656 2.0064 0.4670
C -0.3447 1.0860 1.6420
C 0.4417 1.3960 3.7041
C 0.4435 -3.7508 -1.5734
C -2.4730 -2.1594 0.5188
C 3.5297 2.6166 -3.5898
C -5.3911 1.2501 1.1990
C -2.7677 1.4149 2.0841
C 1.5547 0.1730 -4.1564
C 1.5822 -4.8134 1.3885
C 1.2433 -1.3197 -3.9204
C 1.6577 -3.2872 -2.3871
C -1.2256 -0.5483 -2.0865
C -1.7038 1.9954 4.8340
C 2.6134 3.3133 -1.2579
C -1.4039 -3.2099 0.8854
C -3.1462 2.0932 0.9216
C -5.0092 0.5650 2.3543
C -1.2069 -3.2622 2.4011
C -3.6854 0.6416 2.8089
C 1.2769 1.5481 4.9083
H -2.0520 -1.1453 0.6331
H -1.6057 3.6032 -2.0382
H 2.5110 -3.1353 0.4303
H 3.4252 1.4259 -1.8145
H 0.6441 -5.2938 1.0685
H 2.8909 2.5995 -4.4879
H 2.5985 0.3056 -4.4772
H 3.5961 3.5628 -0.8303
H -0.8535 -2.2875 2.7718
H 2.6035 -3.5867 -1.9116
H -3.3559 0.0823 3.6884
H -2.8629 -2.2693 -0.5023
H -0.4570 -3.6252 -2.1891
H -0.8088 2.4463 -0.9539
H -1.6599 1.2495 5.6332
H -3.3134 -2.2552 1.2242
H 2.6878 -1.5321 -2.4917
H 3.9761 3.6134 -3.4821
H 0.5110 -4.8281 -1.3809
H 1.1756 4.0390 -3.7947
H 0.0379 3.9388 -1.4487
H -6.4292 1.2062 0.8488
H 2.3151 1.3196 4.6438
H 4.3868 1.9499 -3.7578
H -5.7322 -0.0349 2.9081
H -0.5006 4.0499 -4.3766
H 1.8117 0.8541 2.0033
H -4.7448 2.5300 -0.4449
H 2.5818 -0.4741 -0.0639
H 1.7679 -1.9291 -4.6800
H 0.1628 -1.5167 -3.9916
H 2.8890 -2.1792 2.4502
H 0.9620 0.8652 5.7038
H -0.9203 1.7953 -3.4520
H 1.9786 2.9970 -0.4120
H 2.2085 4.2443 -1.6877
H 1.4551 -2.8877 3.2313
H -1.3175 2.9417 5.2244
H -2.7409 2.1457 4.5488
H 0.9710 0.5560 -5.0054
H 1.6502 -3.7335 -3.3929
H -2.1857 -3.4512 2.8560
H 1.7220 -4.9968 2.4602
H -2.4052 2.6864 0.3862
H 0.6471 2.8812 -5.0562
H 2.4130 -5.3260 0.8816
H -1.7026 -4.1964 0.4926
H 1.2976 -1.4231 2.2383
H -0.5154 -4.0556 2.7202
H 1.2356 2.5675 5.3087
```

Atom charges from the Löwdin analysis, given in e for atoms 1 to 5:
1 Lu 1.0693
2 P 0.9381
3 P 0.9185
4 O 0.1619
5 O -0.2883